Molecular formula: C6H9N3O
Method: DFT, wB97M-V/def2-TZVPD

XYZ file:
```
19
Properties=species:S:1:pos:R:3:forces:R:3
C 0.553449 0.442615 -1.447179 0.5 -0.3 -0.4
H 0.978633 1.434803 -1.659990 -0.2 -0.3 0.0
H 0.366457 -1.514363 2.617654 0.1 0.3 -0.2
H 1.962241 1.145924 2.333391 -0.3 -0.2 0.1
N -0.245263 1.185092 0.817313 -0.3 0.2 -0.2
C 0.415410 0.249757 0.040456 0.0 -0.4 0.5
N 0.914014 -0.750146 0.673543 0.0 0.2 -0.4
C 1.136015 0.597647 2.791410 0.1 0.1 0.1
C -0.716841 0.323639 -2.180096 -2.0 0.9 -0.2
O -1.296541 -2.240599 -3.970852 -1.2 1.1 0.3
H -1.084118 1.626657 0.457746 0.2 -0.1 0.1
H -1.125914 0.836530 2.768901 0.3 0.0 -0.1
H 1.252451 -0.311135 -1.831668 -0.1 0.2 0.2
H -0.869406 -2.520926 -3.147535 -0.4 0.3 -0.2
N -1.783617 0.404416 -2.643333 2.0 -0.4 0.8
H 1.166648 0.524985 3.878654 0.0 0.0 -0.3
C -0.226272 0.693381 2.173278 -0.2 0.1 0.1
H -1.976676 -1.528594 -3.734688 1.6 -1.5 -0.2
C 0.579329 -0.599683 2.062996 -0.1 -0.2 0.2
```
Positions in Å, forces in eV/Å.

**HOMO-LUMO gap**: 9.9307 eV
**ΔE to the lowest compared entry with this formula, charge and spin**: 38.1 kcal per mole
**Total charge**: 0
**SMILES string**: N#CCC1=N[C@H]2C[C@H]2N1.O

Molecular formula: C2H11NO4
Method: DFT, wB97M-V/def2-TZVPD

XYZ file:
```
18
Properties=species:S:1:pos:R:3:forces:R:3
C -0.648671 -2.610299 0.203625 -0.2 2.6 -1.2
N -1.134175 -0.159872 0.709851 -1.1 -0.4 1.1
C -0.498851 -1.123147 -0.210668 -0.2 -0.8 -0.6
H 2.500930 -0.083020 1.531756 0.3 1.0 -0.3
H -0.430447 1.614545 -2.310318 -0.4 -0.1 -0.1
H 0.513754 3.178803 -0.047370 -0.3 0.0 0.1
H -0.943673 -0.494269 1.658126 1.0 0.4 0.0
H 1.192857 0.941868 1.433592 1.5 0.0 -0.2
O 1.572075 0.081579 1.648480 -1.2 -1.3 0.8
O 0.091562 1.347918 -3.073668 0.6 0.2 0.6
H -0.076661 1.870137 0.640802 -0.3 0.4 -0.5
O 0.716663 2.420196 0.501616 0.0 -0.3 0.2
H -2.158220 -0.270690 0.822337 0.4 0.1 -1.3
O -1.464878 -3.274977 -0.372735 0.3 -1.0 0.8
H -0.892197 -1.105215 -1.261981 0.3 0.6 1.0
H 0.983605 1.402387 -2.689748 -0.2 -0.2 -0.4
H 0.573821 -0.903120 -0.158146 -0.3 0.1 -0.4
H 0.102505 -2.832824 0.974450 -0.3 -1.2 0.4
```
Positions in Å, forces in eV/Å.

**HOMO-LUMO gap**: 9.8294 eV
**ΔE to the lowest compared entry with this formula, charge and spin**: 53.9 kcal per mole
**Total charge**: 0
**SMILES string**: NCC=O.O.O.O

Molecular formula: C3H9N5
Method: DFT, wB97M-V/def2-TZVPD

XYZ file:
```
17
Properties=species:S:1:pos:R:3:forces:R:3
N 2.152637 1.168946 -0.072209 -2.8 -0.7 -1.4
H -1.710898 0.448701 -1.029724 3.6 1.0 0.5
H -1.485291 0.461980 1.195088 1.1 4.1 -1.4
H -1.840642 2.198740 0.142832 0.4 -0.2 0.8
H -0.281472 -2.270187 0.149409 -0.5 -0.1 0.7
C 1.587024 -0.003018 -0.204114 -0.4 2.4 2.2
C -0.731486 -1.289748 0.018084 -4.3 1.0 -1.6
H 3.153804 -1.231126 -0.039264 4.5 0.7 -0.5
H 1.850763 -1.795404 -0.528485 0.3 -0.4 1.3
N -0.667150 0.904368 -0.725339 -0.5 -3.8 -4.7
H -2.638731 -1.767069 0.321871 1.1 2.0 -1.3
H -0.187977 1.999579 0.901517 0.3 0.5 0.6
H 1.552218 2.066440 -0.269679 1.1 -2.7 0.3
N 0.105011 -0.343607 -0.394436 1.2 4.6 -0.9
N 2.252147 -1.165468 0.206069 -5.3 -1.3 -1.8
C -1.010026 1.516856 0.419307 -2.9 -1.3 5.0
N -2.099932 -0.899987 -0.090928 3.2 -5.8 2.1
```
Positions in Å, forces in eV/Å.

**HOMO-LUMO gap**: 9.1003 eV
**ΔE to the lowest compared entry with this formula, charge and spin**: 134.4 kcal per mole
**Total charge**: 0

Molecular formula: C3H2N4O
Method: DFT, wB97M-V/def2-TZVPD

XYZ file:
```
10
Properties=species:S:1:pos:R:3:forces:R:3
N -2.103236 -0.445647 -0.961502 0.0 0.1 1.2
O 1.058449 1.988441 -0.117934 0.5 -0.7 -0.2
C 0.684285 0.881827 -0.067357 -5.0 0.5 0.4
C -1.609215 0.444849 0.111021 4.0 1.2 -1.6
N 2.379502 -0.607071 0.700352 1.6 -0.8 -0.1
N 2.369738 -0.935041 -0.458424 1.6 0.6 0.3
H 0.482755 -1.346200 0.180130 -1.2 0.8 0.2
C 1.083995 -0.460530 0.059651 -0.4 -1.3 -0.2
N -2.178756 -0.820277 0.216097 -0.4 -1.7 -0.4
H -2.167518 1.299652 0.337970 -0.8 1.3 0.4
```
Positions in Å, forces in eV/Å.

**HOMO-LUMO gap**: 8.0921 eV
**ΔE to the lowest compared entry with this formula, charge and spin**: 135.8 kcal per mole
**Total charge**: 0

Molecular formula: C3H8N2O2
Method: DFT, wB97M-V/def2-TZVPD

XYZ file:
```
15
Properties=species:S:1:pos:R:3:forces:R:3
C -0.211470 -0.018653 -1.268894 0.0 -0.2 0.1
H -0.090724 -1.637853 1.454087 0.1 0.1 -0.1
O 1.782762 -0.887585 0.939115 0.2 -0.1 -0.1
H -0.863178 1.666604 -0.375866 0.1 -0.1 0.0
C -0.158877 0.535080 1.248802 0.0 0.0 0.1
H 0.486357 1.353508 1.592104 -0.1 0.0 -0.2
H 0.792109 -0.734335 2.683902 -0.2 0.1 -0.2
C 0.564800 -0.767546 1.609347 -0.3 0.1 0.2
H -1.466515 1.041468 -2.571012 0.1 0.0 0.2
H 1.515082 -1.073921 0.015496 0.3 -0.1 0.1
H -0.530017 -0.220348 -3.211057 0.0 0.2 0.1
H -1.102282 0.598167 1.808327 0.2 -0.1 0.0
O 0.385326 -1.095235 -1.254689 -0.2 0.2 0.1
N -0.628602 0.484302 -2.492224 -0.1 -0.1 0.0
N -0.474774 0.756345 -0.177439 0.0 -0.1 -0.2
```
Positions in Å, forces in eV/Å.

**HOMO-LUMO gap**: 10.4073 eV
**ΔE to the lowest compared entry with this formula, charge and spin**: 9.1 kcal per mole
**Total charge**: 0
**SMILES string**: NC(=O)NCCO

Molecular formula: C25H20N2O7
Method: DFT, wB97M-V/def2-TZVPD

XYZ file:
```
54
Properties=species:S:1:pos:R:3:forces:R:3
C 5.014402 1.147646 1.139132 0.0 0.0 0.0
H -6.214236 -2.355298 -2.315342 -0.1 0.1 0.0
H 1.390639 -1.230439 -1.431767 0.0 0.1 -0.1
H -1.370381 -2.322663 0.666201 0.0 0.1 0.0
C 2.326643 -4.032741 1.133830 0.5 -0.1 -0.2
H 1.909509 2.892446 -0.345346 0.0 0.0 0.0
C -6.582436 1.074027 -0.513525 0.0 -0.3 -0.2
H -6.712901 -0.694770 -2.723980 0.0 0.0 0.0
H 5.355470 5.672676 -1.155097 -0.3 -0.2 0.1
H 5.881925 0.657032 1.554335 0.1 0.0 0.0
C -0.772218 -0.362873 0.321320 -0.1 -0.7 0.1
C 0.256005 0.720530 0.156620 0.2 -0.1 0.3
O 5.361328 4.805926 -0.720112 0.5 0.0 0.1
H 3.682420 -0.436272 1.685908 0.0 -0.1 0.0
H -7.406879 -1.515906 -1.294652 0.0 0.0 0.0
C 3.779247 0.533131 1.215949 -0.1 0.1 -0.1
H 6.103203 2.870316 0.468081 0.1 0.0 0.0
H 5.798526 -2.867983 -1.060750 -0.3 -0.1 0.0
H -2.032910 1.178137 0.039692 -0.1 -0.2 0.0
H 1.495815 -0.420389 1.267648 -0.1 0.2 -0.1
O 3.168347 4.953630 -1.082450 0.0 -0.1 0.0
C 1.106663 -3.367613 1.207338 -0.2 0.3 -0.1
C 5.143356 2.384227 0.532594 -0.1 0.2 -0.1
H 2.586283 -4.815882 1.825779 0.0 -0.1 0.1
C -3.256022 -0.414104 0.483341 0.2 0.2 0.0
H -3.540664 1.998438 1.656733 0.1 0.0 0.0
O 3.869635 -2.482687 -1.672050 -0.5 0.2 0.0
C 4.016132 3.005193 0.002123 0.1 -0.4 0.2
C 2.646299 1.151176 0.683371 0.3 0.3 -0.1
C -4.388732 1.747296 1.036012 -0.1 -0.2 -0.1
C -0.526119 -1.678370 0.464181 -0.4 0.3 0.0
O -5.411878 -0.966331 -1.128875 0.2 0.2 0.2
H -7.411917 2.928138 0.130046 -0.1 0.0 0.0
H 0.406240 -3.640652 1.981412 -0.1 0.0 0.1
O -0.019791 1.751511 -0.425630 0.0 0.1 -0.1
C 2.767643 2.394484 0.076358 0.0 0.2 -0.1
N -2.044417 0.197259 0.305004 0.1 0.5 -0.1
C 4.867358 -3.407213 -1.297337 1.1 -0.1 -0.6
C 1.649841 -1.987261 -0.710430 0.3 -0.3 -0.1
C -6.562045 2.264782 0.191333 0.1 0.1 0.1
C 4.104922 4.332351 -0.649556 -0.3 0.5 -0.3
C 3.189299 -3.651015 0.134903 -0.3 0.4 -0.2
C -5.502109 0.198115 -0.447571 0.1 0.2 0.1
H -5.457756 3.538619 1.512767 0.0 0.1 0.1
C 2.846625 -2.649593 -0.778503 0.1 -0.3 0.4
H -7.446290 0.833722 -1.112642 0.0 -0.1 -0.1
N 1.435533 0.467388 0.786307 -0.2 -0.2 0.2
O 4.437435 -4.127685 -0.161997 -0.4 -0.1 0.4
H 5.054629 -4.106334 -2.127970 -0.1 0.1 0.2
C -4.393409 0.544015 0.344387 -0.3 -0.1 -0.1
C -6.506276 -1.390677 -1.903807 -0.2 -0.1 -0.2
C 0.766864 -2.342204 0.327135 0.4 -0.3 -0.1
C -5.468909 2.609046 0.965523 -0.1 0.2 0.0
O -3.389950 -1.584280 0.764045 0.0 -0.2 0.0
```
Positions in Å, forces in eV/Å.

**HOMO-LUMO gap**: 8.1329 eV
**ΔE to the lowest compared entry with this formula, charge and spin**: 2.7 kcal per mole
**Total charge**: 0
**SMILES string**: COc1ccccc1C(=O)N/C(=C/c1ccc2c(c1)OCO2)C(=O)Nc1cccc(C(=O)O)c1

Molecular formula: C23H33N3O3S
Method: DFT, wB97M-V/def2-TZVPD

XYZ file:
```
63
Properties=species:S:1:pos:R:3:forces:R:3
H 0.633117 -4.086173 1.471613 0.0 0.1 0.1
H 3.956837 2.928127 0.989475 -0.1 0.0 -0.1
H 5.607851 -1.660541 0.171678 0.0 0.0 0.0
C 2.510570 -2.405756 0.696513 -0.1 -0.2 -0.4
O -0.242515 1.788680 2.703332 0.1 0.0 0.1
H 4.462126 -1.745461 -1.872202 -0.1 0.0 0.0
H -3.704821 -2.741044 -1.758348 -0.1 0.0 -0.1
C -0.614655 1.594965 1.565814 -0.4 -0.2 -0.3
H 5.449183 0.624911 1.112192 0.0 0.0 0.1
H -2.609468 1.094033 2.123250 0.1 0.0 0.0
H -0.678784 -4.649889 -0.599161 0.0 -0.1 0.0
H -1.275573 -2.371160 -1.384639 0.0 0.1 0.0
S -5.169752 1.000255 0.937200 0.1 -0.2 -0.5
H 4.498259 2.277623 -1.964560 0.1 0.1 0.0
H -1.529478 0.166289 -1.356959 0.0 0.0 0.0
H -1.658646 -4.412724 0.845608 0.0 -0.1 0.0
H 4.675755 -1.713955 1.697706 0.1 0.0 -0.1
H -2.737902 2.561469 0.101275 0.1 -0.1 -0.1
H 1.851169 2.446858 1.685217 0.1 0.0 0.0
C 4.686910 -1.347630 0.670856 0.1 0.2 0.4
C 3.357901 0.047481 -1.416471 0.0 -0.4 -0.2
C 4.568096 0.178178 0.647079 0.2 -0.2 -0.1
H 3.890109 4.013748 -0.420588 0.1 0.0 0.1
H 2.397106 0.298693 -0.940262 0.0 -0.1 -0.1
O 2.599606 -2.580354 1.895765 -0.1 0.0 0.3
H -1.773563 -0.131356 1.165608 0.0 0.0 0.0
N 4.489470 0.638107 -0.728814 -0.1 -0.1 0.1
H -6.198653 -0.948762 -1.902869 -0.1 -0.1 -0.1
C 4.640800 2.064023 -0.902743 -0.1 0.3 0.2
C 0.197782 1.939759 0.397310 0.2 0.1 -0.1
H 2.701264 -1.950233 -1.946754 0.0 0.0 0.0
C -1.627555 1.243066 -1.182429 -0.1 0.2 0.0
N 2.336373 2.673096 -0.325606 -0.4 0.0 -0.3
H -2.802096 -4.240565 -1.994616 0.0 -0.1 -0.1
C -1.873938 -2.862104 -0.613143 -0.1 -0.4 0.0
C -5.689282 -0.349907 -1.169206 -0.3 -0.1 0.1
C -0.267556 1.788609 -0.883607 0.0 0.0 0.0
H -3.758161 -0.126884 -2.178517 0.2 0.0 -0.1
C 0.176471 -3.311319 0.853789 0.1 -0.2 -0.2
C -2.589233 1.480228 -0.019621 0.2 -0.1 0.0
H 5.670298 2.322073 -0.634700 0.0 0.1 -0.1
C 3.512548 -1.476453 -1.398310 -0.3 0.3 -0.3
C -4.354558 0.096873 -1.312960 0.2 0.2 0.1
N 3.557201 -1.927449 -0.028447 0.4 0.0 0.0
H 0.886436 -1.864997 -0.591812 0.0 0.0 -0.2
C 1.545523 2.399100 0.636003 0.2 0.0 0.1
C 1.250287 -2.760085 -0.082851 -0.2 -0.1 0.5
H 1.500651 -3.511247 -0.836491 0.0 0.1 -0.1
H 1.359204 2.421684 -1.597762 0.1 0.0 0.2
H -7.241174 -0.131841 0.361480 -0.2 -0.1 0.0
O 0.457901 2.097697 -1.938433 -0.3 -0.1 0.0
C 3.709233 2.988538 -0.080567 0.6 0.0 0.0
H -3.715688 -3.982484 -0.508376 -0.1 -0.1 0.1
H -1.992037 1.696973 -2.105606 0.0 0.0 0.0
C -1.950948 0.944375 1.265984 0.0 0.2 0.2
C -1.025173 -3.900951 0.117666 0.1 0.4 0.1
C -3.920390 0.838137 -0.258613 -0.2 0.1 0.3
H 3.676705 0.457934 1.231894 0.0 0.0 0.0
H -0.150536 -2.518074 1.528827 0.0 0.0 0.1
C -6.253455 0.058674 -0.007730 0.1 0.2 0.2
H 3.343711 0.410461 -2.446053 -0.1 0.0 0.0
H -2.201953 -2.100283 0.098511 0.1 0.1 0.0
C -3.099723 -3.494874 -1.260495 0.1 0.2 0.0
```
Positions in Å, forces in eV/Å.

**HOMO-LUMO gap**: 8.9316 eV
**ΔE to the lowest compared entry with this formula, charge and spin**: 42.4 kcal per mole
**Total charge**: 0
**SMILES string**: CCCCCC(=O)N1CCN(CC/N=C/C2=C(O)C[C@@H](c3cccs3)CC2=O)CC1

Molecular formula: C22H43N2P3PtS
Method: DFT, wB97M-V/def2-TZVPD

XYZ file:
```
72
Properties=species:S:1:pos:R:3:forces:R:3
H -0.215536 0.279000 4.368944 -0.2 -0.4 -0.1
C -0.120594 -2.814678 2.634458 0.1 0.0 -0.3
C -1.401067 0.923179 -0.591837 -1.1 -1.1 1.1
H -1.680889 0.874243 -1.654672 0.8 0.0 0.4
C -1.810256 4.399271 4.043519 -0.2 0.6 0.1
H -3.237504 6.025610 3.932080 0.1 0.0 -0.1
S -0.197127 -1.121104 -3.162516 -0.3 0.1 -1.3
P 0.364001 -1.067784 2.441467 0.1 0.0 1.3
C -0.843015 -1.845447 -7.081523 1.3 1.0 0.7
H 3.799906 0.387407 1.615651 0.0 0.1 -0.2
C 2.711692 -1.536856 -1.989604 0.3 0.3 0.0
H 0.681089 3.084520 1.591696 0.1 -0.1 0.0
H -0.221919 -3.197282 -1.230961 0.4 -0.3 0.2
H -2.732394 -2.719101 -3.796006 0.0 -0.2 -0.2
H 2.671885 3.214537 -0.976448 -0.1 -0.1 0.0
H -4.390897 3.250341 0.359166 -0.3 -0.2 0.0
C -2.661656 -2.951876 -5.959523 -0.4 0.0 2.4
H 2.434788 3.265891 1.813808 -0.3 -0.3 0.1
C -1.455233 3.156070 3.512973 -0.5 -1.6 -1.3
P 1.798086 -2.018141 -0.479258 1.0 -1.2 -0.4
P 1.929385 1.372321 0.406191 0.7 0.9 0.3
H 0.716805 -4.129756 -0.002838 -0.1 0.2 -0.4
H 0.521490 -0.748821 -5.791521 -0.2 -0.3 -0.3
C 1.608692 2.534668 1.782136 -0.2 0.0 0.0
H -3.593670 -3.513340 -6.010518 0.2 0.1 0.1
C 1.874394 -0.870067 3.459005 0.3 -0.2 -0.3
C -2.906867 5.083852 3.505835 -0.1 0.2 0.1
C 3.692226 0.965982 0.690476 -0.3 -0.2 -0.1
H 3.734981 -1.274488 -1.674723 -0.3 -0.2 -0.3
H 4.243903 1.910347 0.799793 -0.1 -0.2 -0.1
H -4.393461 4.981846 1.884321 0.2 0.2 0.5
H 2.745175 -3.157300 1.500053 0.2 0.1 -0.3
H 1.286374 -4.039344 -1.705316 -0.1 0.0 0.3
N -2.129484 2.554143 2.525461 1.2 0.5 0.7
C -0.345942 -1.409310 -5.852589 0.5 0.2 -1.2
C -1.872625 -0.115848 0.274231 -0.1 1.7 -1.0
H -2.328621 -1.011590 -0.164223 0.1 0.3 0.2
H 4.111694 0.398459 -0.146637 0.0 0.1 0.2
C 0.784484 -3.489610 -0.896281 0.1 0.0 0.1
N -3.771417 2.680646 0.921285 1.0 0.8 0.6
H 0.706978 -3.492942 2.412394 -0.1 0.1 0.0
H -0.954953 -3.054803 1.967279 0.0 0.0 0.2
H -1.378537 0.543842 3.075583 0.0 -0.2 0.1
C 1.869229 2.469597 -1.048164 -0.1 -0.3 0.0
C -3.558275 4.529153 2.424765 -0.3 0.4 0.0
H -0.593625 2.602303 3.910446 -0.5 0.3 -0.1
C -3.128426 3.260831 1.959832 -0.7 -1.0 -0.7
H -0.352371 -1.540031 -8.009912 -0.1 -0.1 0.4
C -0.792081 -0.223620 3.580853 -0.4 0.3 -0.3
H -0.843303 -1.185282 -1.909433 -0.3 -0.6 -1.7
C -2.180253 -2.522441 -4.707199 -0.8 -0.5 -1.0
H -1.476426 -0.971637 4.006509 0.2 0.3 0.0
H 2.092713 0.195431 3.616214 -0.1 -0.3 0.0
H -3.375889 1.840400 0.499915 -0.3 0.2 0.3
H -2.167001 0.150381 1.295188 0.4 -0.4 -0.3
H 3.670253 -3.438022 -0.011041 -0.1 0.2 0.2
H 2.751671 -1.343131 3.007861 -0.1 0.0 0.2
H 2.730396 -2.397580 -2.674126 0.2 0.3 0.2
C -1.981547 -2.647814 -7.135249 0.0 0.0 -0.8
H 1.982681 1.885268 -1.968215 0.0 0.2 0.1
H 0.900957 2.983130 -1.063931 0.2 -0.1 -0.1
C 3.141560 -2.681122 0.591072 -0.3 0.2 -0.1
H 1.520874 2.012545 2.745652 0.2 0.2 -0.3
C -0.984096 -1.769122 -4.638901 -0.6 0.2 1.3
H -0.433574 -2.959611 3.675729 0.1 0.0 -0.2
H 3.843793 -1.875668 0.858447 -0.2 -0.4 -0.1
H -1.183357 1.911727 -0.179674 -0.2 -0.3 -0.1
H -1.194410 4.773559 4.852012 -0.3 0.3 0.1
Pt 0.365520 -0.372277 0.145689 -0.2 0.4 1.0
H 1.677121 -1.330046 4.444170 0.1 0.1 -0.4
H 2.270399 -0.669816 -2.509354 0.3 -0.5 0.3
H -2.346900 -2.993791 -8.109964 0.1 0.1 0.5
```
Positions in Å, forces in eV/Å.

**HOMO-LUMO gap (spin up / spin down)**: 8.3540 / 6.1930 eV
**ΔE to the lowest compared entry with this formula, charge and spin**: 15.5 kcal per mole
**Total charge**: +4
**⟨S²⟩**: 6.0540
**Spin multiplicity**: 5